No. 1
{
  "formula": "C20H11F7O",
  "method": "the ωB97M-V functional and the def2-TZVPD basis",
  "charge": 0,
  "e_above_lowest_kj_mol": 211.5,
  "homo_lumo_gap_ev": 2.896,
  "lumo_energy_ev": -3.70,
  "symbols": ["F", "C", "C", "C", "F", "C", "C", "C", "C", "C", "C", "F", "C", "C", "F", "C", "C", "H", "H", "H", "H", "H", "H", "H", "F", "C", "F", "F", "C", "C", "O", "C", "C", "C", "C", "H", "H", "H", "H"],
  "xyz": [[-2.730, 3.086, -1.947], [-2.422, 1.743, -2.001], [-3.481, 0.836, -2.078], [-3.136, -0.518, -2.117], [-4.150, -1.449, -2.167], [-1.830, -0.959, -2.099], [-0.751, -0.016, -2.008], [0.542, -0.582, -1.960], [1.835, -0.020, -2.011], [2.915, -0.966, -2.016], [4.221, -0.527, -2.056], [5.234, -1.459, -2.070], [4.566, 0.828, -2.091], [3.507, 1.737, -2.111], [3.814, 3.081, -2.162], [2.168, 1.368, -2.081], [-1.085, 1.373, -1.961], [-4.516, 1.162, -2.094], [-1.607, -2.026, -2.158], [0.541, -1.671, -1.903], [2.692, -2.034, -1.997], [5.602, 1.152, -2.105], [1.399, 2.133, -2.113], [-0.317, 2.134, -1.867], [0.098, 1.315, 5.370], [0.405, 1.009, 4.068], [0.267, 2.165, 3.353], [1.724, 0.663, 4.049], [-0.464, -0.077, 3.534], [-0.232, -0.535, 2.140], [0.646, -0.070, 1.390], [-1.150, -1.585, 1.731], [-2.131, -2.086, 2.558], [-2.290, -1.600, 3.863], [-1.449, -0.590, 4.342], [-1.013, -1.948, 0.714], [-2.792, -2.872, 2.187], [-3.063, -1.995, 4.518], [-1.567, -0.201, 5.353]]
}



No. 2
{
  "formula": "C20H12AuIN3O2S2Se",
  "method": "the ωB97M-V functional and the def2-TZVPD basis",
  "charge": -1,
  "e_above_lowest_kj_mol": 0.0,
  "homo_lumo_gap_ev": 6.702,
  "lumo_energy_ev": 1.95,
  "symbols": ["Au", "S", "C", "N", "C", "C", "C", "C", "C", "C", "S", "H", "H", "H", "H", "Se", "N", "C", "C", "C", "C", "C", "C", "N", "H", "H", "H", "H", "I", "C", "C", "C", "C", "C", "C", "C", "O", "O", "H", "H", "H", "H"],
  "xyz": [[0.028, 1.669, -0.280], [-2.239, 2.133, -0.368], [-3.130, 0.683, -0.526], [-2.753, -0.554, -0.541], [-3.827, -1.407, -0.686], [-3.735, -2.799, -0.723], [-4.888, -3.550, -0.868], [-6.136, -2.935, -0.978], [-6.247, -1.554, -0.943], [-5.090, -0.800, -0.796], [-4.887, 0.919, -0.715], [-2.761, -3.263, -0.639], [-4.821, -4.631, -0.898], [-7.027, -3.541, -1.091], [-7.213, -1.073, -1.028], [2.410, 1.227, 2.661], [1.024, 0.586, 1.752], [0.205, 0.014, 2.620], [-1.024, -0.624, 2.267], [-1.773, -1.169, 3.256], [-1.364, -1.116, 4.630], [-0.207, -0.519, 5.007], [0.622, 0.073, 4.003], [1.764, 0.698, 4.225], [-1.325, -0.649, 1.225], [-2.710, -1.653, 3.011], [-2.005, -1.566, 5.378], [0.109, -0.471, 6.041], [7.911, 1.882, -5.061], [6.319, 1.863, -3.692], [5.040, 1.577, -4.142], [3.993, 1.575, -3.231], [4.222, 1.840, -1.887], [5.513, 2.115, -1.457], [6.569, 2.136, -2.357], [3.069, 1.825, -0.895], [3.355, 1.810, 0.311], [1.921, 1.848, -1.422], [4.859, 1.361, -5.186], [2.980, 1.373, -3.552], [5.675, 2.307, -0.405], [7.572, 2.360, -2.021]]
}



No. 3
{
  "formula": "C20H12F15IMgN3O7S2",
  "method": "the ωB97M-V functional and the def2-TZVPD basis",
  "charge": -1,
  "e_above_lowest_kj_mol": 4.6,
  "homo_lumo_gap_ev": 7.621,
  "lumo_energy_ev": 2.19,
  "symbols": ["Mg", "C", "C", "N", "C", "C", "C", "O", "C", "C", "N", "C", "C", "C", "C", "C", "C", "I", "C", "O", "H", "H", "H", "H", "H", "H", "H", "H", "H", "H", "H", "H", "F", "C", "F", "F", "S", "O", "O", "N", "S", "O", "O", "C", "F", "F", "F", "F", "C", "F", "F", "C", "O", "C", "F", "F", "F", "C", "F", "F", "F"],
  "xyz": [[0.652, -0.274, 0.608], [-3.531, -1.949, 1.444], [-3.508, -0.731, 0.578], [-4.634, -0.141, 0.270], [-4.597, 0.964, -0.508], [-3.442, 1.495, -1.017], [-3.542, 2.727, -1.873], [-2.830, 3.845, -1.340], [-2.202, 0.881, -0.695], [-0.998, 1.419, -1.303], [0.206, 1.066, -1.031], [1.241, 1.581, -1.855], [1.059, 1.700, -3.230], [2.063, 2.182, -4.055], [3.285, 2.540, -3.516], [3.496, 2.398, -2.152], [2.490, 1.915, -1.332], [2.928, 1.716, 0.693], [-2.215, -0.262, 0.135], [-1.182, -0.918, 0.523], [-4.564, -2.196, 1.685], [-2.961, -1.787, 2.360], [-3.051, -2.788, 0.938], [-5.553, 1.426, -0.730], [-4.600, 2.973, -2.003], [-3.124, 2.568, -2.870], [-3.011, 3.873, -0.395], [-1.163, 2.179, -2.066], [0.124, 1.365, -3.660], [1.890, 2.253, -5.121], [4.085, 2.902, -4.148], [4.457, 2.650, -1.724], [-2.646, 1.971, 3.422], [-1.484, 2.100, 4.047], [-1.089, 3.373, 3.969], [-1.637, 1.777, 5.327], [-0.174, 1.072, 3.270], [-0.219, 1.426, 1.852], [1.047, 1.372, 3.966], [-0.770, -0.370, 3.570], [0.161, -1.614, 3.275], [-0.567, -2.822, 3.115], [1.194, -1.255, 2.286], [1.154, -1.854, 4.843], [1.327, -3.159, 5.054], [0.492, -1.344, 5.880], [2.343, -1.276, 4.762], [3.659, -4.223, -0.900], [3.471, -2.934, -0.556], [3.297, -2.897, 0.764], [4.622, -2.288, -0.821], [2.262, -2.245, -1.288], [1.907, -1.139, -0.650], [1.075, -3.264, -1.350], [1.284, -4.304, -2.184], [-0.048, -2.658, -1.746], [0.846, -3.766, -0.127], [2.705, -1.901, -2.747], [3.358, -2.911, -3.359], [3.514, -0.842, -2.769], [1.646, -1.596, -3.517]]
}



No. 4
{
  "formula": "C20H12F5IN2O2RuS",
  "method": "the ωB97M-V functional and the def2-TZVPD basis",
  "charge": 2,
  "e_above_lowest_kj_mol": 0.0,
  "homo_lumo_gap_ev": [5.202, 5.248],
  "lumo_energy_ev": [-9.70, -9.68],
  "symbols": ["Ru", "C", "C", "N", "C", "C", "C", "O", "C", "C", "N", "C", "C", "C", "C", "C", "C", "I", "C", "O", "H", "H", "H", "H", "H", "H", "H", "H", "H", "H", "H", "H", "F", "C", "C", "F", "C", "F", "C", "S", "C", "F", "C", "F"],
  "xyz": [[1.272, 0.077, -1.364], [-0.431, 4.188, -2.390], [-0.799, 3.514, -1.115], [-1.826, 3.944, -0.423], [-2.170, 3.334, 0.720], [-1.478, 2.274, 1.295], [-1.937, 1.682, 2.600], [-1.806, 0.267, 2.511], [-0.383, 1.765, 0.596], [0.476, 0.782, 1.220], [1.311, 0.025, 0.579], [2.311, -0.745, 1.262], [2.047, -1.385, 2.464], [3.065, -2.083, 3.096], [4.331, -2.147, 2.534], [4.599, -1.528, 1.318], [3.578, -0.841, 0.695], [3.870, 0.100, -1.160], [-0.047, 2.376, -0.659], [0.966, 1.980, -1.374], [-1.066, 5.057, -2.529], [-0.560, 3.510, -3.237], [0.617, 4.492, -2.380], [-3.055, 3.727, 1.208], [-2.973, 1.977, 2.776], [-1.336, 2.079, 3.427], [-2.304, -0.144, 3.227], [0.491, 0.741, 2.303], [1.050, -1.360, 2.887], [2.862, -2.589, 4.030], [5.119, -2.695, 3.033], [5.583, -1.594, 0.876], [-4.448, -3.191, -2.248], [-3.171, -2.893, -2.288], [-2.732, -1.676, -1.772], [-3.580, -0.807, -1.251], [-1.387, -1.412, -1.831], [-0.928, -0.193, -1.355], [-0.451, -2.269, -2.370], [1.245, -1.811, -2.434], [-0.912, -3.474, -2.889], [-0.059, -4.331, -3.417], [-2.264, -3.788, -2.845], [-2.691, -4.934, -3.326]]
}



> Which formula does entry 2 have?

C20H12AuIN3O2S2Se